18
Properties=species:S:1:pos:R:3:nbo_charge:R:1 method="wB97M-V/def2-TZVPD" de_lowest_kcal_mol=44.2 multiplicity=1 lumo_energy_ev=0.79 orbital_gap_ev=10.6 e_homo_ev=-9.807
C 2.0600 -1.4981 -1.0174 -0.63
C 0.5051 -1.8055 -1.0448 -0.41
C -0.4324 -0.5687 -0.9006 -0.41
C -0.0814 0.5158 0.1782 -0.15
N -0.0197 -0.2032 1.5510 -0.83
C -1.2596 1.5543 0.3013 0.44
O -1.2750 2.5257 1.0473 -0.51
H 2.6817 -2.3735 -0.7294 0.22
H 2.3915 -0.9999 -1.9310 0.21
H 2.4224 -0.8840 -0.1380 0.20
H 0.1897 -2.5714 -0.3251 0.21
H 0.2686 -2.2889 -2.0550 0.21
H -0.4314 -0.0965 -1.9020 0.20
H -1.5032 -0.7656 -0.7701 0.21
H 0.8440 1.0440 -0.1247 0.20
H 0.0846 0.4375 2.2680 0.36
H 0.8690 -0.7544 1.6007 0.36
H -2.2291 1.2829 -0.2291 0.11